# 1
# C5H7NOS

C5H7NOS in the gas phase at a distorted geometry (wB97M-V/def2-TZVPD, the Open Molecules 2025 dataset).

Last column: natural (NBO) charge in e.
CARTESIAN COORDINATES (ANGSTROEM)
C1 0.42 0.00 0.89  -0.090
C2 -1.01 0.18 0.12  -0.013
C3 -1.05 0.96 -1.16  -0.274
C4 0.84 -0.52 -1.64  -0.273
C5 0.56 -1.10 -0.18  -0.008
H1 -1.79 0.47 0.85  0.213
H2 -0.35 1.95 -1.11  0.206
H3 -1.95 1.33 -1.71  0.235
H4 -0.98 -0.44 -2.70  0.369
H5 1.30 -1.37 -2.21  0.224
H6 1.80 0.17 -1.65  0.206
H7 1.09 -2.23 -0.21  0.225
N1 -0.37 0.17 -2.23  -0.613
O1 -0.96 -1.27 -0.02  -0.511
S1 0.79 0.75 2.27  0.105

- LUMO: -0.2 eV
- E: -19667.1706 eV
- HOMO-LUMO gap: 8.6 eV
- SMILES string: S=C1[C@@H]2CNC[C@H]1O2
- HOMO energy: -0.3216 hartree
- Multiplicity: 1
- Energy above the lowest of the compared OMol25 structures with the same formula, charge and spin: 102.21 kcal/mol
- Max |F|: 0.0869 Eh/bohr

# 2
# C5H7NOS

A molecular structure, C5H7NOS at a distorted geometry (wB97M-V/def2-TZVPD, the Open Molecules 2025 dataset).

Last column: natural (NBO) charge in e.
CARTESIAN COORDINATES (ANGSTROEM)
C1 1.88 -1.14 0.05  -0.378
C2 0.89 -0.28 0.00  -0.041
C3 1.19 1.08 -0.54  -0.527
C4 -0.37 -0.48 0.69  -0.278
C5 -2.43 0.28 -0.25  0.541
H1 2.64 -1.13 -0.81  0.216
H2 1.48 -2.28 0.42  0.194
H3 2.08 1.55 -0.08  0.248
H4 1.07 1.22 -1.75  0.243
H5 -0.81 -1.33 0.35  0.263
H6 -0.25 -0.40 1.88  0.203
H7 -3.32 1.30 -0.04  0.156
N1 -1.14 0.55 0.23  -0.594
O1 -2.62 -0.95 -0.36  -0.606
S1 -0.29 2.02 0.21  0.359

- LUMO: 0.5 eV
- E: -19667.0289 eV
- HOMO-LUMO gap: 9.2 eV
- HOMO energy: -0.3205 hartree
- Multiplicity: 1
- Energy above the lowest of the compared OMol25 structures with the same formula, charge and spin: 105.48 kcal/mol
- Max |F|: 0.1055 Eh/bohr

# 3
# C5H7NOS

2 unconnected molecules or ions with the total composition C5H7NOS at a distorted geometry (wB97M-V/def2-TZVPD, the Open Molecules 2025 dataset).

Last column: natural (NBO) charge in e.
CARTESIAN COORDINATES (ANGSTROEM)
C1 1.01 -1.16 -0.58  -0.078
C2 1.46 -1.59 1.42  0.333
C3 0.29 -0.32 0.22  0.163
C4 -1.09 0.97 -1.46  -0.667
C5 -0.55 0.80 -0.08  -0.151
N1 1.73 -1.99 0.23  -0.453
O1 0.62 -0.61 1.46  -0.395
S1 -1.95 1.04 1.04  0.029
H1 0.68 -1.35 -1.62  0.217
H2 2.02 -1.83 2.32  0.198
H3 -2.11 0.41 -1.49  0.222
H4 -1.26 1.96 -1.85  0.238
H5 -0.45 0.37 -2.17  0.218
H6 0.74 2.17 0.39  -0.018
H7 -1.14 1.15 2.16  0.143

- LUMO (alpha / beta): 0.8 / -2.1 eV
- E: -19665.4549 eV
- HOMO-LUMO gap (alpha / beta): 7.6 / 7.2 eV
- HOMO energy (alpha / beta): -0.2512 / -0.3394 hartree
- Multiplicity: 3
- Energy above the lowest of the compared OMol25 structures with the same formula, charge and spin: 10.02 kcal/mol
- Max |F|: 0.0748 Eh/bohr

# 4
# C5H7NS

C5H7NS in the gas phase at a distorted geometry (wB97M-V/def2-TZVPD, the Open Molecules 2025 dataset).

Last column: natural (NBO) charge in e.
CARTESIAN COORDINATES (ANGSTROEM)
C1 1.07 -0.31 2.24  -0.442
C2 0.74 -0.05 0.94  -0.043
C3 -0.32 -0.72 -1.51  -0.480
C4 -1.09 -0.03 -0.53  -0.135
C5 -0.02 0.91 0.02  -0.138
H1 0.76 0.43 2.85  0.202
H2 1.48 -1.29 2.58  0.226
H3 0.36 0.02 -2.15  0.219
H4 -0.61 -1.47 -2.51  0.245
H5 -1.72 -0.51 0.28  0.241
H6 -1.06 2.16 -1.00  0.380
H7 0.76 1.09 -0.67  0.195
N1 -1.35 1.36 -0.28  -0.538
S1 1.00 -1.59 -0.25  0.071

- LUMO: 0.7 eV
- E: -17617.3973 eV
- HOMO-LUMO gap: 9.2 eV
- SMILES string: C=C1SC[C@@H]2N[C@@H]12
- HOMO energy: -0.3109 hartree
- Multiplicity: 1
- Energy above the lowest of the compared OMol25 structures with the same formula, charge and spin: 144.09 kcal/mol
- Max |F|: 0.1409 Eh/bohr